No. 1
The following is a DFT calculation (ωB97M-V/def2-TZVPD) of 2 unconnected molecules or ions with the total composition C5H13N2.

Last column: Löwdin charge in e.
Atoms and positions in Å:
C1 2.66 -0.29 0.43  0.127
C2 -1.85 0.81 0.61  -0.042
C3 -0.64 -1.42 0.41  -0.060
C4 0.73 1.06 0.06  -0.087
C5 -1.01 -0.13 -0.19  -0.497
N1 1.86 0.38 -0.32  -0.081
N2 -1.26 -0.28 -1.52  0.126
H1 3.49 -0.67 -0.06  0.090
H2 2.46 -0.35 1.49  0.119
H3 -2.04 1.73 -0.01  0.117
H4 -2.87 0.44 0.89  0.118
H5 -1.32 0.92 1.48  0.040
H6 -0.35 -1.40 1.51  0.123
H7 0.31 -1.70 -0.05  0.060
H8 -1.18 -2.38 0.19  0.126
H9 0.82 1.41 1.17  0.146
H10 0.52 1.86 -0.75  0.138
H11 -0.58 -0.84 -2.02  0.118
H12 1.99 0.34 -1.36  0.197
H13 -1.74 0.49 -1.98  0.123

Output
**Relative energy (zero: lowest compared OMol25 entry of this formula, charge and spin)**: 371.25 kJ/mol
**Highest occupied orbital energy (spin up / spin down)**: -12.503 / -12.503 eV
**2S+1**: 1
**Charge**: +1
**Frontier orbital gap (spin up / spin down)**: 7.9324 / 7.9332 eV

***

No. 2
The following is a DFT calculation (ωB97M-V/def2-TZVPD) of a molecular structure, C3H2AgLiO3.

Last column: Löwdin charge in e.
Atoms and positions in Å:
C1 1.54 1.01 -0.04  -0.261
O1 1.66 1.79 0.95  -0.363
H1 0.75 -0.55 1.03  0.121
Li1 2.23 3.18 1.93  0.718
C2 0.37 0.07 0.16  -0.278
O2 0.19 -0.76 -0.99  -0.207
C3 -0.99 -1.37 -1.19  -0.493
O3 -1.89 -1.16 -0.35  -0.295
Ag1 -3.31 -2.84 -1.90  -0.045
H2 -0.55 0.62 0.40  0.102

Output
**Relative energy (zero: lowest compared OMol25 entry of this formula, charge and spin)**: 203.39 kJ/mol
**Highest occupied orbital energy (spin up / spin down)**: -1.704 / -2.230 eV
**2S+1**: 2
**Charge**: -1
**⟨S²⟩**: 0.75
**Frontier orbital gap (spin up / spin down)**: 2.3009 / 2.8335 eV

***

No. 3
The following is a DFT calculation (ωB97M-V/def2-TZVPD) of a molecular structure, C47H52Cl2CsN8OPSe2.

Last column: Löwdin charge in e.
Atoms and positions in Å:
Cs1 -0.09 -1.83 -0.21  1.328
Se1 -0.70 -1.61 5.24  0.099
P1 0.91 -0.40 4.51  0.000
Se2 1.55 -0.51 2.47  0.202
C1 0.53 1.33 4.98  -0.422
C2 0.42 2.33 4.03  -0.110
C3 0.11 3.63 4.40  -0.077
C4 -0.07 3.93 5.74  -0.109
C5 0.04 2.93 6.71  -0.103
C6 0.32 1.63 6.33  -0.120
C7 2.44 -0.71 5.48  -0.416
C8 2.74 -2.00 5.91  -0.113
C9 3.97 -2.27 6.48  -0.098
C10 4.91 -1.26 6.63  -0.115
C11 4.61 0.03 6.21  -0.100
C12 3.38 0.30 5.63  -0.097
H1 0.60 2.08 2.98  0.045
H2 0.02 4.39 3.64  0.099
H3 -0.30 4.95 6.04  0.089
H4 -0.11 3.17 7.75  0.090
H5 0.39 0.84 7.06  0.094
H6 2.00 -2.77 5.78  0.070
H7 4.20 -3.28 6.81  0.094
H8 5.89 -1.48 7.05  0.088
H9 5.34 0.82 6.33  0.093
H10 3.16 1.30 5.28  0.107
C13 -5.69 0.76 0.05  -0.081
N1 -4.54 0.71 -0.82  -0.165
C14 -4.84 0.42 -2.20  -0.062
C15 -3.29 0.34 -0.29  -0.374
N2 -2.55 -0.61 -0.76  0.002
C16 -3.05 -1.74 -1.37  -0.304
C17 -4.15 -2.37 -0.79  -0.041
C18 -4.65 -3.58 -1.27  -0.091
C19 -4.06 -4.20 -2.34  -0.064
C20 -2.91 -3.63 -2.94  -0.164
C21 -2.26 -4.33 -3.98  -0.060
C22 -1.12 -3.82 -4.55  -0.080
C23 -0.64 -2.58 -4.15  -0.036
C24 -1.26 -1.82 -3.16  -0.309
N3 -0.70 -0.63 -2.78  0.053
C25 -0.21 0.21 -3.63  -0.370
N4 -0.74 0.45 -4.92  -0.168
C26 -2.15 0.20 -5.14  -0.060
C27 0.10 0.17 -6.07  -0.086
N5 0.83 1.00 -3.31  -0.110
C28 1.12 2.26 -3.98  -0.052
C29 1.49 0.88 -2.02  -0.058
C30 -2.40 -2.37 -2.49  -0.080
N6 -2.89 1.10 0.76  -0.115
C31 -1.68 0.75 1.48  -0.091
C32 -3.26 2.49 0.92  -0.043
H11 -6.30 1.65 -0.15  0.083
H12 -5.37 0.78 1.09  0.090
H13 -6.33 -0.13 -0.10  0.080
H14 -5.44 1.24 -2.62  0.089
H15 -5.40 -0.52 -2.32  0.086
H16 -3.91 0.34 -2.75  0.064
H17 -4.60 -1.90 0.07  0.111
H18 -5.50 -4.03 -0.78  0.097
H19 -4.43 -5.14 -2.71  0.099
H20 -2.65 -5.30 -4.29  0.100
H21 -0.60 -4.38 -5.31  0.100
H22 0.27 -2.19 -4.59  0.112
H23 -2.70 0.54 -4.28  0.069
H24 -2.39 -0.86 -5.33  0.087
H25 -2.47 0.78 -6.01  0.087
H26 1.14 0.18 -5.77  0.088
H27 -0.05 0.92 -6.85  0.082
H28 -0.13 -0.82 -6.50  0.080
H29 2.11 2.22 -4.44  0.084
H30 1.11 3.06 -3.23  0.087
H31 0.38 2.47 -4.74  0.078
H32 1.07 1.62 -1.34  0.058
H33 2.56 1.08 -2.17  0.088
H34 1.38 -0.12 -1.61  -0.008
H35 -1.44 -0.29 1.34  -0.034
H36 -1.84 0.93 2.55  0.090
H37 -0.84 1.36 1.14  0.076
H38 -4.04 2.77 0.21  0.075
H39 -2.39 3.13 0.74  0.077
H40 -3.62 2.67 1.94  0.091
Cl1 1.54 -6.60 -0.67  0.638
C33 2.78 -5.39 -0.46  -0.597
C34 4.07 -5.82 -0.15  -0.162
C35 5.07 -4.89 0.01  -0.632
Cl2 6.69 -5.47 0.36  0.605
C36 4.81 -3.51 -0.09  -0.184
C37 5.79 -2.51 0.08  -0.045
C38 5.43 -1.19 0.01  -0.059
C39 4.08 -0.87 -0.24  -0.169
N7 3.16 -1.78 -0.44  0.088
C40 3.48 -3.08 -0.38  -0.142
C41 2.40 -4.04 -0.63  -0.462
O1 1.25 -3.68 -0.98  -0.452
H41 4.28 -6.87 -0.04  0.093
H42 6.82 -2.80 0.27  0.077
H43 6.16 -0.41 0.14  0.096
H44 3.76 0.16 -0.26  0.095
C42 2.24 3.77 0.71  -0.069
C43 0.91 4.15 0.13  -0.423
C44 0.21 5.35 0.25  -0.130
C45 -0.97 5.19 -0.52  -0.137
C46 -0.91 3.90 -1.05  -0.451
C47 -1.84 3.22 -2.02  -0.063
N8 0.22 3.27 -0.65  0.048
H45 2.48 4.40 1.57  0.058
H46 3.04 3.89 -0.03  0.056
H47 2.24 2.73 1.03  0.047
H48 0.51 6.22 0.82  0.063
H49 -1.78 5.91 -0.65  0.064
H50 -2.89 3.47 -1.83  0.056
H51 -1.72 2.13 -1.95  0.061
H52 -1.63 3.52 -3.05  0.058

Output
**Relative energy (zero: lowest compared OMol25 entry of this formula, charge and spin)**: 51.32 kJ/mol
**Highest occupied orbital energy**: -1.784 eV
**2S+1**: 1
**Charge**: -2
**Frontier orbital gap**: 5.1506 eV